The following is a quantum chemistry calculation of a molecular structure, C37H32CsN3O2PSb, from OMol25.

Properties
Relative energy (zero: lowest compared OMol25 entry of this formula, charge and spin) ... 0.0 kJ/mol
HOMO-LUMO gap ... 0.2838 Ha
Multiplicity ... 1
HOMO energy ... -7.5 eV

CARTESIAN COORDINATES (ANGSTROEM)
Cs (11.78, 13.95, 9.52)
C (9.84, 15.20, 12.79)
C (8.88, 15.90, 11.91)
C (7.81, 16.65, 12.44)
C (6.90, 17.23, 11.57)
C (7.11, 17.07, 10.19)
C (8.22, 16.36, 9.75)
N (9.09, 15.78, 10.59)
Sb (8.46, 16.27, 7.56)
C (10.52, 16.98, 7.28)
C (10.77, 17.67, 6.10)
C (12.02, 18.30, 5.95)
C (12.92, 18.20, 7.02)
C (12.63, 17.41, 8.12)
C (13.57, 17.24, 9.27)
N (11.45, 16.79, 8.22)
C (8.35, 14.10, 7.22)
C (7.83, 13.65, 6.01)
C (7.57, 12.29, 5.84)
C (7.89, 11.44, 6.89)
C (8.45, 11.97, 8.05)
C (8.81, 11.11, 9.21)
N (8.76, 13.27, 8.18)
H (9.60, 15.35, 13.86)
H (10.87, 15.57, 12.57)
H (9.82, 14.11, 12.54)
H (7.71, 16.71, 13.51)
H (6.07, 17.84, 11.94)
H (6.43, 17.50, 9.47)
H (10.02, 17.76, 5.32)
H (12.26, 18.88, 5.06)
H (13.87, 18.74, 6.99)
H (14.29, 18.09, 9.32)
H (14.17, 16.30, 9.16)
H (12.98, 17.18, 10.19)
H (7.63, 14.36, 5.24)
H (7.13, 11.93, 4.92)
H (7.72, 10.37, 6.82)
H (8.46, 10.08, 9.07)
H (8.35, 11.52, 10.13)
H (9.91, 11.07, 9.36)
O (14.17, 12.99, 8.11)
C (14.63, 12.79, 9.29)
O (14.53, 13.55, 10.31)
C (15.28, 11.50, 9.52)
C (16.64, 11.42, 9.30)
C (17.25, 10.20, 9.55)
C (16.50, 9.10, 9.98)
C (15.12, 9.21, 10.16)
C (14.48, 10.43, 9.88)
P (12.70, 10.58, 9.92)
C (12.20, 9.51, 8.59)
C (12.07, 8.14, 8.81)
C (11.75, 7.33, 7.73)
C (11.54, 7.89, 6.47)
C (11.68, 9.25, 6.25)
C (12.05, 10.07, 7.30)
C (12.22, 9.91, 11.50)
C (11.04, 9.15, 11.68)
C (10.72, 8.65, 12.93)
C (11.53, 8.97, 14.03)
C (12.67, 9.75, 13.88)
C (13.02, 10.21, 12.62)
H (17.21, 12.26, 8.94)
H (18.31, 10.08, 9.35)
H (16.99, 8.16, 10.19)
H (14.53, 8.36, 10.49)
H (12.28, 7.74, 9.79)
H (11.70, 6.25, 7.86)
H (11.23, 7.25, 5.65)
H (11.53, 9.63, 5.25)
H (12.27, 11.13, 7.16)
H (10.38, 8.99, 10.83)
H (9.84, 8.04, 13.07)
H (11.25, 8.62, 15.00)
H (13.31, 9.99, 14.73)
H (13.90, 10.81, 12.46)


The following is a quantum chemistry calculation of 2 unconnected molecules or ions with the total composition C37H32F3N2, from OMol25.

Properties
Net charge ... +1
Relative energy (zero: lowest compared OMol25 entry of this formula, charge and spin) ... 24.1 kJ/mol
HOMO-LUMO gap ... 0.1735 Ha
Multiplicity ... 1
HOMO energy ... -10.9 eV

CARTESIAN COORDINATES (ANGSTROEM)
F (6.58, 0.59, -1.04)
C (5.31, 1.08, -0.84)
C (5.17, 2.44, -0.57)
C (3.88, 2.98, -0.57)
C (2.82, 2.21, -0.99)
C (2.94, 0.80, -1.12)
C (1.78, 0.04, -1.52)
C (1.90, -0.92, -2.53)
C (0.83, -1.28, -3.35)
C (0.95, -2.10, -4.52)
C (2.17, -2.78, -4.79)
C (2.18, -3.77, -5.76)
F (3.36, -4.45, -5.98)
C (1.08, -4.06, -6.56)
C (-0.07, -3.28, -6.40)
C (-0.14, -2.31, -5.41)
C (4.24, 0.22, -1.05)
H (6.04, 3.08, -0.44)
H (3.70, 4.00, -0.23)
H (1.87, 2.68, -1.29)
H (0.79, 0.43, -1.24)
H (2.89, -1.33, -2.75)
H (-0.16, -0.88, -3.10)
H (3.06, -2.58, -4.20)
H (1.15, -4.84, -7.32)
H (-0.91, -3.45, -7.06)
H (-1.04, -1.72, -5.27)
H (4.40, -0.84, -1.27)
F (-1.68, 2.33, -0.05)
C (-1.69, 1.51, 1.12)
C (-1.88, 2.41, 2.35)
C (-2.27, 3.75, 2.23)
C (-2.38, 4.54, 3.37)
C (-2.04, 4.01, 4.62)
C (-1.67, 2.67, 4.75)
C (-1.61, 1.86, 3.61)
C (-2.82, 0.52, 0.98)
C (-3.92, 0.54, 1.85)
C (-4.87, -0.48, 1.80)
C (-4.79, -1.46, 0.81)
C (-3.77, -1.39, -0.15)
C (-2.82, -0.38, -0.09)
C (-0.25, 0.92, 1.15)
C (0.75, 2.03, 1.49)
C (1.81, 1.41, 2.38)
C (1.36, -0.02, 2.70)
N (0.02, -0.16, 2.09)
C (-0.42, -1.46, 1.74)
C (0.03, -2.11, 0.56)
C (-0.72, -3.18, 0.08)
N (-1.82, -3.56, 0.71)
C (-2.09, -3.17, 1.95)
C (-1.40, -2.10, 2.52)
H (-2.50, 4.15, 1.24)
H (-2.75, 5.56, 3.27)
H (-2.09, 4.65, 5.51)
H (-1.43, 2.23, 5.72)
H (-1.35, 0.81, 3.67)
H (-4.01, 1.33, 2.59)
H (-5.68, -0.50, 2.53)
H (-5.51, -2.28, 0.78)
H (-3.71, -2.14, -0.94)
H (-2.05, -0.29, -0.86)
H (-0.05, 0.52, 0.15)
H (1.15, 2.44, 0.56)
H (0.26, 2.87, 2.00)
H (2.78, 1.42, 1.88)
H (1.91, 1.99, 3.31)
H (2.07, -0.75, 2.30)
H (1.29, -0.19, 3.78)
H (0.89, -1.75, -0.01)
H (-0.45, -3.71, -0.85)
H (-2.90, -3.67, 2.50)
H (-1.71, -1.68, 3.48)


The following is a quantum chemistry calculation of a molecular structure, C37H32F6N4O7PReS2, from OMol25.

Properties
Net charge ... +1
Relative energy (zero: lowest compared OMol25 entry of this formula, charge and spin) ... 0.0 kJ/mol
<S²> ... 0.7632
HOMO-LUMO gap (alpha / beta) ... 0.2691 / 0.2703 Ha
Multiplicity ... 2
HOMO energy (alpha / beta) ... -11.2 / -10.9 eV

CARTESIAN COORDINATES (ANGSTROEM)
Re (1.64, -0.78, -0.27)
C (4.92, -3.39, -0.69)
C (3.95, -2.50, 0.00)
O (3.43, -1.57, -0.71)
C (3.68, -2.68, 1.37)
C (3.04, -1.74, 2.16)
C (3.17, -1.75, 3.65)
N (2.33, -0.75, 1.56)
N (2.28, 0.46, 2.24)
C (2.06, 1.40, 1.38)
O (1.95, 1.14, 0.09)
C (1.95, 2.81, 1.81)
C (2.20, 3.83, 0.90)
C (2.06, 5.15, 1.29)
C (1.65, 5.45, 2.58)
C (1.39, 4.43, 3.49)
C (1.55, 3.11, 3.11)
H (4.38, -4.26, -1.07)
H (5.70, -3.74, -0.02)
H (5.36, -2.87, -1.54)
H (4.21, -3.48, 1.87)
H (3.92, -2.47, 3.97)
H (2.20, -2.04, 4.07)
H (3.40, -0.76, 4.02)
H (2.50, 3.58, -0.11)
H (2.27, 5.95, 0.59)
H (1.54, 6.49, 2.88)
H (1.08, 4.67, 4.50)
H (1.35, 2.31, 3.80)
C (1.76, 0.10, -5.10)
C (1.48, 1.11, -4.20)
C (1.44, 0.81, -2.85)
N (1.66, -0.43, -2.39)
C (1.94, -1.41, -3.27)
C (2.00, -1.18, -4.63)
H (1.80, 0.30, -6.16)
H (1.29, 2.12, -4.52)
H (1.24, 1.56, -2.10)
H (2.11, -2.39, -2.85)
H (2.21, -2.00, -5.29)
O (-0.31, -0.44, 0.05)
P (-1.49, 0.54, 0.22)
C (-3.08, -0.24, -0.02)
C (-3.33, -1.40, 0.70)
C (-4.57, -2.01, 0.63)
C (-5.57, -1.44, -0.14)
C (-5.34, -0.27, -0.84)
C (-4.09, 0.34, -0.78)
C (-1.50, 1.10, 1.93)
C (-0.83, 0.36, 2.90)
C (-0.94, 0.73, 4.23)
C (-1.71, 1.83, 4.59)
C (-2.39, 2.55, 3.62)
C (-2.30, 2.18, 2.29)
C (-1.33, 1.94, -0.88)
C (-0.86, 3.17, -0.43)
C (-0.72, 4.22, -1.33)
C (-1.05, 4.05, -2.66)
C (-1.52, 2.82, -3.11)
C (-1.65, 1.76, -2.23)
H (-2.55, -1.84, 1.31)
H (-4.76, -2.92, 1.18)
H (-6.54, -1.91, -0.19)
H (-6.12, 0.18, -1.43)
H (-3.92, 1.26, -1.32)
H (-0.24, -0.50, 2.62)
H (-0.42, 0.16, 4.99)
H (-1.79, 2.11, 5.63)
H (-3.01, 3.40, 3.90)
H (-2.85, 2.73, 1.54)
H (-0.59, 3.32, 0.61)
H (-0.35, 5.18, -0.98)
H (-0.96, 4.87, -3.35)
H (-1.78, 2.68, -4.15)
H (-2.00, 0.80, -2.58)
F (-0.41, -3.06, 1.76)
C (-0.32, -4.19, 1.05)
F (0.70, -4.90, 1.54)
F (-1.44, -4.87, 1.18)
S (0.05, -3.82, -0.72)
O (1.14, -2.82, -0.60)
O (0.50, -5.03, -1.31)
N (-1.28, -3.18, -1.16)
S (-1.55, -2.77, -2.68)
O (-2.18, -1.48, -2.72)
O (-0.43, -3.03, -3.53)
C (-2.86, -3.98, -3.13)
F (-3.24, -3.75, -4.38)
F (-3.91, -3.86, -2.33)
F (-2.38, -5.22, -3.04)


The following is a quantum chemistry calculation of a molecular structure, C37H32GdNP2S, from OMol25.

Properties
Net charge ... +2
<S²> ... 16.0864
HOMO-LUMO gap (alpha / beta) ... 0.2803 / 0.1977 Ha
Multiplicity ... 8
HOMO energy (alpha / beta) ... -14.1 / -14.0 eV

CARTESIAN COORDINATES (ANGSTROEM)
C (0.62, -1.45, -4.03)
C (-0.41, -1.76, -3.12)
C (-1.73, -1.82, -3.59)
C (-2.01, -1.63, -4.94)
C (-0.98, -1.38, -5.84)
C (0.33, -1.23, -5.38)
P (-0.01, -2.02, -1.34)
C (-1.29, -3.20, -0.76)
C (-2.37, -2.71, 0.02)
C (-3.43, -3.56, 0.35)
C (-3.40, -4.91, -0.05)
C (-2.30, -5.40, -0.75)
C (-1.24, -4.55, -1.10)
Gd (0.54, 0.47, -0.19)
P (0.07, 2.33, -2.14)
C (-1.42, 2.44, -3.15)
C (-1.35, 2.89, -4.48)
C (-2.38, 2.56, -5.36)
C (-3.54, 1.95, -4.89)
C (-3.68, 1.67, -3.52)
C (-2.62, 1.86, -2.65)
C (-0.08, 3.51, -0.74)
C (0.77, 3.31, 0.38)
C (0.37, 3.81, 1.62)
C (-0.77, 4.60, 1.72)
C (-1.58, 4.85, 0.60)
C (-1.24, 4.31, -0.64)
C (1.78, 2.63, -2.71)
C (2.75, 1.60, -2.52)
C (4.02, 1.77, -3.06)
C (4.31, 2.92, -3.82)
C (3.33, 3.88, -4.07)
C (2.05, 3.74, -3.52)
C (1.53, -2.98, -1.34)
C (1.94, -3.75, -2.44)
C (3.21, -4.34, -2.44)
C (4.06, -4.19, -1.34)
C (3.63, -3.45, -0.23)
C (2.36, -2.88, -0.21)
H (1.75, 2.79, 0.28)
H (0.96, 3.58, 2.51)
H (-1.08, 5.00, 2.68)
H (-2.47, 5.48, 0.67)
H (-1.87, 4.44, -1.53)
H (-0.50, 3.49, -4.80)
H (-2.25, 2.76, -6.42)
H (-4.34, 1.69, -5.58)
H (-4.63, 1.28, -3.14)
H (-2.69, 1.57, -1.59)
H (2.50, 0.64, -2.02)
H (4.79, 1.01, -2.90)
H (5.30, 3.05, -4.25)
H (3.53, 4.76, -4.68)
H (1.25, 4.49, -3.68)
H (1.29, -3.87, -3.31)
H (3.53, -4.92, -3.32)
H (5.05, -4.64, -1.36)
H (4.29, -3.34, 0.63)
H (2.03, -2.32, 0.67)
H (-2.36, -1.66, 0.36)
H (-4.28, -3.15, 0.90)
H (-4.24, -5.56, 0.20)
H (-2.26, -6.44, -1.04)
H (-0.38, -4.94, -1.65)
H (-2.52, -2.02, -2.87)
H (-3.04, -1.72, -5.28)
H (-1.21, -1.27, -6.90)
H (1.13, -0.96, -6.08)
H (1.66, -1.33, -3.69)
H (0.53, 0.93, -3.89)
H (1.20, 0.97, -4.29)
S (1.15, 0.07, 2.55)
C (-0.36, 0.09, 1.98)
N (-1.31, 0.19, 1.24)


The following is a quantum chemistry calculation of a molecular structure, C37H32O2P2RuSSbSe4, from OMol25.

Properties
Relative energy (zero: lowest compared OMol25 entry of this formula, charge and spin) ... 30.9 kJ/mol
<S²> ... 8.8064
HOMO-LUMO gap (alpha / beta) ... 0.2406 / 0.2217 Ha
Multiplicity ... 6
HOMO energy (alpha / beta) ... -7.0 / -7.6 eV

CARTESIAN COORDINATES (ANGSTROEM)
Ru (0.19, -0.61, 0.38)
O (-0.64, 2.71, 0.96)
S (-0.16, 1.72, -0.03)
C (-1.17, 1.89, -1.52)
C (-0.71, 2.57, -2.64)
C (-1.51, 2.74, -3.76)
C (-2.78, 2.22, -3.78)
C (-3.22, 1.47, -2.69)
C (-2.45, 1.26, -1.56)
P (-3.22, -0.03, -0.46)
C (-3.32, 0.69, 1.20)
C (-3.57, -0.13, 2.30)
C (-3.74, 0.40, 3.57)
C (-3.68, 1.78, 3.75)
C (-3.51, 2.61, 2.65)
C (-3.35, 2.07, 1.38)
C (-1.86, -1.29, -0.49)
C (-2.00, -2.49, 0.26)
C (-1.32, -3.64, -0.06)
C (-0.44, -3.67, -1.15)
C (-0.25, -2.52, -1.89)
C (-0.94, -1.33, -1.58)
C (1.46, 2.35, -0.52)
C (1.56, 3.70, -0.83)
C (2.78, 4.24, -1.19)
C (3.91, 3.42, -1.21)
C (3.82, 2.10, -0.82)
C (2.60, 1.55, -0.43)
P (2.50, -0.08, 0.47)
C (3.86, -1.09, -0.18)
C (5.20, -0.88, 0.13)
C (6.19, -1.65, -0.47)
C (5.84, -2.66, -1.36)
C (4.50, -2.89, -1.65)
C (3.52, -2.11, -1.06)
C (3.05, 0.42, 2.14)
C (2.62, 1.62, 2.70)
C (2.78, 1.86, 4.05)
C (3.37, 0.90, 4.86)
C (3.82, -0.29, 4.31)
C (3.64, -0.53, 2.95)
H (0.28, 2.99, -2.65)
H (-1.12, 3.28, -4.62)
H (-3.42, 2.35, -4.64)
H (-4.20, 1.00, -2.73)
H (-3.65, -1.21, 2.19)
H (-3.91, -0.26, 4.41)
H (-3.76, 2.19, 4.74)
H (-3.49, 3.68, 2.78)
H (-3.21, 2.74, 0.54)
H (-2.69, -2.51, 1.09)
H (-1.47, -4.52, 0.54)
H (0.07, -4.58, -1.42)
H (0.41, -2.52, -2.75)
H (-0.89, -0.52, -2.29)
H (0.67, 4.32, -0.77)
H (2.86, 5.29, -1.44)
H (4.87, 3.84, -1.51)
H (4.72, 1.50, -0.78)
H (5.48, -0.12, 0.85)
H (7.23, -1.48, -0.23)
H (6.61, -3.26, -1.83)
H (4.23, -3.69, -2.33)
H (2.47, -2.31, -1.27)
H (2.11, 2.37, 2.09)
H (2.40, 2.78, 4.48)
H (3.47, 1.08, 5.93)
H (4.26, -1.05, 4.94)
H (3.93, -1.50, 2.55)
C (2.01, -4.27, 1.72)
O (1.01, -3.28, 1.82)
H (2.37, -4.58, 2.70)
H (2.84, -3.84, 1.16)
H (1.66, -5.16, 1.18)
H (0.32, -3.59, 2.42)
Se (-0.96, 0.08, 6.60)
Sb (-0.38, -1.54, 5.00)
Se (-0.21, -0.41, 2.60)
Se (-1.60, -3.51, 4.35)
Se (1.56, -3.00, 5.28)